Record 1
{
  "formula": "C4H10N2O",
  "method": "ωB97M-V with the def2-TZVPD basis set",
  "elements": ["N", "C", "C", "N", "C", "C", "O", "H", "H", "H", "H", "H", "H", "H", "H", "H", "H"],
  "positions_angstrom": [[1.67, -0.12, 2.61], [0.47, 0.16, 1.78], [0.50, -0.01, 0.26], [0.78, -1.38, -0.16], [-0.82, 0.46, -0.42], [-0.97, 0.46, -1.93], [-2.05, 0.70, -2.52], [2.01, -1.10, 2.47], [2.43, 0.34, 2.18], [0.00, 1.11, 2.00], [-0.36, -0.49, 2.04], [1.44, 0.55, 0.01], [1.39, -1.52, -0.96], [-0.05, -1.98, -0.25], [-1.15, 1.45, -0.10], [-1.59, -0.23, 0.01], [0.04, 0.33, -2.55]],
  "smiles": "NC[C@@H](N)CC=O",
  "gap_ha": 0.378,
  "de_lowest_ev": 2.318,
  "energy_ev": -9336.6694,
  "spin_multiplicity": 1
}

=====

Record 2
{
  "formula": "C4H10N2O",
  "method": "ωB97M-V with the def2-TZVPD basis set",
  "elements": ["C", "C", "C", "N", "C", "O", "N", "H", "H", "H", "H", "H", "H", "H", "H", "H", "H"],
  "positions_angstrom": [[0.89, -1.30, 1.55], [0.09, 1.24, -1.55], [-1.83, 0.09, -0.22], [1.65, 0.73, 0.89], [-0.41, 0.57, -0.29], [0.17, -2.23, 0.91], [0.38, 0.36, 0.71], [0.65, -2.54, 0.13], [1.96, 1.32, 0.10], [1.96, -1.42, 1.51], [0.47, -1.02, 2.50], [0.30, 2.31, -1.39], [1.01, 0.78, -1.92], [-0.67, 1.18, -2.34], [-2.00, -0.76, -0.88], [-2.52, 0.89, -0.52], [-2.09, -0.20, 0.80]],
  "gap_ha": [0.270, 0.270],
  "de_lowest_ev": 5.531,
  "energy_ev": -9333.4563,
  "spin_multiplicity": 1
}

=====

Record 3
{
  "formula": "C4H10N2O",
  "method": "ωB97M-V with the def2-TZVPD basis set",
  "elements": ["N", "C", "C", "C", "C", "N", "O", "H", "H", "H", "H", "H", "H", "H", "H", "H", "H"],
  "positions_angstrom": [[0.68, -1.04, 2.10], [1.05, -0.97, 0.62], [-0.07, -1.10, -0.36], [-1.11, 0.11, -0.19], [-0.40, 1.41, -0.56], [-0.37, 1.66, -1.90], [-0.22, 2.26, 0.34], [1.56, -1.40, 2.64], [0.66, -0.09, 2.44], [1.51, 0.03, 0.41], [1.68, -1.89, 0.38], [0.26, -1.09, -1.40], [-0.56, -2.02, -0.16], [-1.76, -0.11, -0.95], [-1.65, -0.04, 0.79], [0.12, 2.46, -2.11], [-1.40, 1.81, -2.07]],
  "smiles": "NCCCC(N)=O",
  "gap_ha": 0.377,
  "de_lowest_ev": 2.133,
  "energy_ev": -9336.8543,
  "spin_multiplicity": 1
}

=====

Record 4
{
  "formula": "C4H10N2O",
  "method": "ωB97M-V with the def2-TZVPD basis set",
  "elements": ["N", "C", "C", "C", "C", "N", "O", "H", "H", "H", "H", "H", "H", "H", "H", "H", "H"],
  "positions_angstrom": [[1.64, -1.60, 1.34], [1.60, -0.15, 1.07], [0.29, 0.45, 0.64], [0.00, 0.40, -0.86], [-1.40, -0.11, -1.23], [-2.32, 0.85, -1.43], [-1.56, -1.30, -1.44], [1.06, -2.00, 0.61], [1.28, -1.81, 2.25], [2.35, 0.09, 0.30], [1.86, 0.34, 2.01], [0.22, 1.48, 1.02], [-0.52, -0.02, 1.22], [0.68, -0.35, -1.27], [0.21, 1.33, -1.38], [-3.27, 0.56, -1.51], [-2.13, 1.85, -1.35]],
  "smiles": "NCCCC(N)=O",
  "gap_ha": 0.372,
  "de_lowest_ev": 0.882,
  "energy_ev": -9338.1051,
  "spin_multiplicity": 1
}

=====

Record 5
{
  "formula": "C4H10N2O",
  "method": "ωB97M-V with the def2-TZVPD basis set",
  "elements": ["C", "C", "C", "N", "N", "C", "O", "H", "H", "H", "H", "H", "H", "H", "H", "H", "H"],
  "positions_angstrom": [[-0.74, -0.04, -0.06], [-0.04, 0.28, -1.28], [-1.41, 0.98, 0.80], [-1.06, -1.34, 0.17], [1.36, -0.05, 0.76], [1.71, -0.16, -0.73], [2.71, 0.46, -1.14], [-0.71, -2.04, -0.47], [-1.47, -1.60, 1.06], [1.44, -0.89, 1.32], [1.66, 0.85, 1.12], [-0.28, -0.32, -2.14], [-0.04, 1.34, -1.52], [1.66, -1.27, -0.93], [-2.26, 1.40, 0.25], [-0.73, 1.80, 1.04], [-1.79, 0.58, 1.74]],
  "gap_ha": 0.296,
  "de_lowest_ev": 3.680,
  "energy_ev": -9335.3070,
  "spin_multiplicity": 1
}

=====

Record 6
{
  "formula": "C4H10N2O",
  "method": "ωB97M-V with the def2-TZVPD basis set",
  "elements": ["N", "C", "C", "C", "N", "C", "O", "H", "H", "H", "H", "H", "H", "H", "H", "H", "H"],
  "positions_angstrom": [[-2.98, 0.03, 0.38], [-1.63, -0.30, -0.03], [-0.71, 0.91, -0.20], [0.42, 1.09, 0.81], [1.58, 0.17, 0.57], [1.65, -0.85, -0.32], [2.42, -1.18, -1.19], [-3.65, -0.65, 0.04], [-3.31, 0.86, -0.11], [-1.26, -0.99, 0.75], [-1.56, -0.99, -0.89], [-0.25, 0.88, -1.19], [-1.37, 1.78, -0.16], [0.10, 0.91, 1.84], [0.86, 2.08, 0.92], [2.44, 0.72, 0.56], [0.65, -1.37, -0.30]],
  "smiles": "NCCCNC=O",
  "gap_ha": 0.386,
  "de_lowest_ev": 1.927,
  "energy_ev": -9337.0607,
  "spin_multiplicity": 1
}

=====

Record 7
{
  "formula": "C4H10N2O",
  "method": "ωB97M-V with the def2-TZVPD basis set",
  "elements": ["C", "C", "C", "C", "N", "O", "N", "H", "H", "H", "H", "H", "H", "H", "H", "H", "H"],
  "positions_angstrom": [[0.80, -0.58, 1.55], [-1.04, 0.35, -1.63], [1.10, 1.51, 0.02], [0.36, 0.24, 0.33], [-1.03, -1.84, -0.16], [-0.05, -1.56, 1.93], [-0.53, -0.27, -0.43], [-0.62, -2.25, 0.96], [-2.04, -1.79, -0.21], [1.81, -0.97, 1.31], [0.92, 0.16, 2.36], [-0.23, 0.75, -2.26], [-1.59, -0.41, -2.20], [-1.73, 1.16, -1.37], [1.82, 1.72, 0.80], [0.42, 2.35, -0.06], [1.64, 1.44, -0.93]],
  "gap_ha": 0.302,
  "de_lowest_ev": 5.289,
  "energy_ev": -9333.6983,
  "spin_multiplicity": 1
}

=====

Record 8
{
  "formula": "C4H10N2O",
  "method": "ωB97M-V with the def2-TZVPD basis set",
  "elements": ["C", "C", "N", "C", "N", "C", "O", "H", "H", "H", "H", "H", "H", "H", "H", "H", "H"],
  "positions_angstrom": [[1.27, 0.01, -1.28], [0.90, 0.27, 0.18], [1.33, 1.70, 0.59], [-0.63, 0.22, 0.31], [-1.03, -1.19, 0.56], [-2.42, -1.25, 0.80], [-3.24, -0.40, 0.55], [0.95, 0.79, -1.98], [2.35, -0.21, -1.43], [0.72, -0.99, -1.54], [1.31, -0.49, 0.76], [1.74, 2.04, -0.24], [2.18, 1.63, 1.19], [-0.93, 1.00, 1.06], [-1.07, 0.75, -0.62], [-0.76, -1.83, -0.23], [-2.67, -2.05, 1.32]],
  "smiles": "C[C@@H](N)CNC=O",
  "gap_ha": 0.394,
  "de_lowest_ev": 2.386,
  "energy_ev": -9336.6013,
  "spin_multiplicity": 1
}

=====

Record 9
{
  "formula": "C4H10N2O",
  "method": "ωB97M-V with the def2-TZVPD basis set",
  "elements": ["H", "N", "C", "N", "O", "C", "C", "C", "H", "H", "H", "H", "H", "H", "H", "H", "H"],
  "positions_angstrom": [[-0.32, -3.10, -0.04], [0.00, -2.09, 0.10], [-0.87, -1.22, -0.24], [-0.60, 0.17, -0.39], [-1.80, 0.92, -0.47], [0.56, 0.86, 0.10], [0.75, 0.79, 1.57], [1.83, 0.32, -0.64], [-1.96, -1.28, -0.70], [-2.07, 1.08, -1.46], [0.31, 1.90, -0.22], [1.11, -0.21, 2.00], [-0.25, 1.03, 2.00], [1.53, 1.47, 1.94], [1.86, 0.64, -1.80], [1.98, -0.77, -0.51], [2.70, 0.83, -0.18]],
  "smiles": "[H]/N=C/N(O)C(C)C",
  "gap_ha": 0.349,
  "de_lowest_ev": 3.874,
  "energy_ev": -9335.1137,
  "spin_multiplicity": 1
}

=====

Record 10
{
  "formula": "C4H10N2O",
  "method": "ωB97M-V with the def2-TZVPD basis set",
  "elements": ["H", "N", "C", "C", "C", "O", "C", "N", "H", "H", "H", "H", "H", "H", "H", "H", "H"],
  "positions_angstrom": [[-0.89, -1.27, 2.08], [-1.60, -1.01, 1.39], [-1.23, -0.18, 0.52], [-2.19, 0.28, -0.52], [0.17, 0.41, 0.44], [0.18, 1.63, -0.24], [1.10, -0.60, -0.27], [2.41, 0.02, -0.43], [-1.78, 0.09, -1.51], [-3.13, -0.24, -0.39], [-2.33, 1.35, -0.42], [0.56, 0.56, 1.47], [1.07, 1.74, -0.61], [1.11, -1.55, 0.30], [0.70, -0.80, -1.27], [3.01, -0.57, -0.99], [2.85, 0.15, 0.47]],
  "smiles": "[H]/N=C(/C)[C@H](O)CN",
  "gap_ha": 0.384,
  "de_lowest_ev": 1.467,
  "energy_ev": -9337.5209,
  "spin_multiplicity": 1
}

=====

Record 11
{
  "formula": "C4H10N2O",
  "method": "ωB97M-V with the def2-TZVPD basis set",
  "elements": ["C", "C", "C", "N", "C", "N", "O", "H", "H", "H", "H", "H", "H", "H", "H", "H", "H"],
  "positions_angstrom": [[1.13, -1.18, 0.85], [0.31, 0.09, 0.91], [-1.10, -0.15, 1.54], [0.21, 0.83, -0.35], [-0.07, 0.22, -1.54], [-0.23, 1.15, -2.58], [-0.16, -0.96, -1.76], [1.21, -1.61, 1.85], [0.65, -2.00, 0.30], [2.09, -0.99, 0.39], [0.82, 0.74, 1.61], [-1.15, 0.23, 2.55], [-1.32, -1.22, 1.65], [-1.84, 0.31, 0.89], [0.49, 1.79, -0.42], [-0.69, 2.03, -2.41], [-0.37, 0.73, -3.47]],
  "smiles": "CC(C)NC(N)=O",
  "gap_ha": 0.383,
  "de_lowest_ev": 0.383,
  "energy_ev": -9338.6044,
  "spin_multiplicity": 1
}

=====

Record 12
{
  "formula": "C4H10N2O",
  "method": "ωB97M-V with the def2-TZVPD basis set",
  "elements": ["C", "C", "C", "O", "N", "C", "N", "H", "H", "H", "H", "H", "H", "H", "H", "H", "H"],
  "positions_angstrom": [[2.23, 0.09, -0.02], [1.12, -1.00, 0.22], [-0.01, -1.14, -0.84], [0.09, -2.12, -1.61], [-0.96, -0.11, -0.96], [-1.18, 0.96, 0.06], [-2.21, 0.86, 1.20], [2.42, 0.21, -1.07], [3.21, -0.15, 0.49], [1.96, 1.02, 0.41], [0.73, -0.63, 1.23], [1.53, -2.02, 0.30], [-1.72, -0.06, -1.72], [-1.33, 1.94, -0.44], [-0.32, 0.91, 0.74], [-2.49, -0.15, 1.13], [-3.05, 1.39, 0.87]],
  "smiles": "CCC(=O)NCN",
  "gap_ha": 0.390,
  "de_lowest_ev": 1.936,
  "energy_ev": -9337.0515,
  "spin_multiplicity": 1
}